1.
DFT (ωB97M-V with the def2-TZVPD basis set) results for 4 unconnected molecules or ions with the total composition C23H46NO10S3 in a non-equilibrium geometry.

XYZ file:
```
83
Properties=species:S:1:pos:R:3:forces:R:3
C -4.5780 -5.3352 1.4882 0.84 0.01 -0.12
C -3.4225 -5.6784 0.4116 -1.56 -3.09 -0.74
O -3.6569 -6.6691 -0.3247 1.46 3.87 1.98
O -2.2324 -4.9177 0.3794 -2.43 -0.33 -0.59
C -1.7320 -4.7360 -0.9723 1.53 -1.06 -1.01
C -0.2675 -4.0826 -0.9035 0.35 0.36 -0.69
C -0.1690 -2.6621 -1.6869 -0.28 -1.20 0.03
C -1.2420 -1.6021 -1.1696 -0.54 0.42 0.22
C -0.7376 -0.0958 -1.0217 0.54 2.28 -0.47
C 0.8139 0.2500 -0.8743 -0.11 -1.36 -0.10
O 1.2786 -0.4328 0.3418 -2.00 -0.24 -1.57
O 2.2602 0.3733 0.8722 1.54 1.26 1.08
C -1.3550 0.7691 -2.2605 -0.94 0.73 1.26
C -2.8508 1.0905 -1.6716 -0.63 0.08 -0.76
N -2.8433 0.7413 -0.1808 0.61 0.42 1.46
C -1.3852 0.8124 0.1715 1.68 -0.64 -1.61
H -4.1684 -4.8148 2.4120 -0.55 -0.46 -1.29
H -5.0785 -6.3157 1.8190 0.92 1.50 -0.77
H -5.3594 -4.6910 0.9514 1.19 -0.84 0.84
H -2.4625 -4.1447 -1.6304 0.95 -0.66 1.15
H -1.6010 -5.7746 -1.4547 -0.47 1.63 0.74
H 0.1386 -3.9758 0.1655 -0.95 -0.11 -1.48
H 0.4664 -4.7885 -1.4435 -1.16 1.05 0.87
H 0.9184 -2.3428 -1.6286 -1.49 -0.05 0.08
H -0.3999 -2.8689 -2.7943 0.44 0.33 1.60
H -1.7596 -1.8951 -0.1797 1.09 0.02 -1.30
H -2.0937 -1.5889 -1.9506 1.22 0.01 1.26
H 0.9499 1.3652 -0.7008 -0.09 -1.40 -0.49
H 1.4357 -0.1540 -1.7571 -0.95 0.94 1.21
H 2.0742 0.4319 1.8358 0.18 -0.34 -0.61
H -1.3666 0.2630 -3.2897 -0.06 0.71 1.73
H -0.9207 1.8331 -2.3241 -0.04 -1.90 -0.17
H -3.6918 0.4717 -2.1461 1.34 1.42 0.62
H -3.0619 2.2205 -1.6183 0.07 -1.94 -0.81
H -3.2743 1.4514 0.4346 -0.41 -0.30 -0.85
H -3.2809 -0.1573 0.0740 0.43 0.26 -0.39
H -1.0799 1.8698 -0.1686 -0.46 -1.48 1.14
H -1.0610 0.5957 1.2402 -0.87 0.06 -1.44
C -8.7948 1.4586 -2.7066 -0.19 0.12 0.05
C -8.5730 2.2274 -4.0106 -0.14 -0.15 -0.15
C -7.3366 3.1085 -3.8192 -0.26 0.29 -0.41
S -6.3107 2.2759 -2.6132 -0.59 0.00 -0.37
O -6.2433 3.0915 -1.4212 0.53 -0.23 -0.05
O -5.1213 1.7675 -3.2652 0.03 0.22 0.29
C -7.4278 0.9180 -2.3083 -0.27 -0.35 0.11
H -9.5234 0.6551 -2.8286 0.08 0.07 0.04
H -9.1679 2.1395 -1.9350 0.04 -0.10 -0.02
H -8.3976 1.5186 -4.8260 -0.01 0.07 0.07
H -9.4452 2.8263 -4.2797 0.12 -0.04 0.01
H -6.7782 3.2264 -4.7483 0.11 0.05 0.20
H -7.6015 4.0881 -3.4179 0.14 -0.10 0.07
H -7.3723 0.6183 -1.2617 0.14 0.09 -0.04
H -7.1292 0.0888 -2.9538 0.04 0.09 0.03
C 6.7780 2.4241 0.3786 -0.10 0.05 0.09
C 6.0238 1.0952 0.2962 0.07 -0.09 0.18
C 5.2664 1.0793 -1.0323 -0.32 -0.31 0.35
S 6.2017 2.1126 -2.1547 0.28 -0.17 -0.14
O 5.4037 3.2710 -2.4867 0.09 -0.22 -0.15
O 6.8144 1.2837 -3.1672 -0.31 0.37 -0.02
C 7.4496 2.6033 -0.9768 0.28 0.21 0.38
H 7.5077 2.4265 1.1912 -0.04 0.01 -0.07
H 6.0700 3.2403 0.5567 0.09 -0.01 -0.03
H 6.7398 0.2681 0.3221 -0.09 0.07 0.04
H 5.3425 0.9640 1.1385 0.04 -0.07 -0.17
H 5.1953 0.0719 -1.4432 -0.01 0.17 -0.13
H 4.2689 1.5099 -0.9288 0.11 0.03 -0.09
H 7.7607 3.6294 -1.1703 -0.06 -0.09 -0.18
H 8.2984 1.9253 -1.0884 -0.09 0.04 -0.08
C 5.1525 1.5824 5.9244 -0.13 0.05 0.12
C 5.2558 0.1629 6.4865 0.15 0.04 0.18
C 4.6668 -0.7882 5.4423 -0.14 -0.27 0.49
S 4.9098 0.0004 3.8546 0.69 -0.17 0.22
O 3.6151 0.3303 3.2988 -0.01 -0.06 -0.13
O 5.9041 -0.7323 3.1059 -0.55 0.14 -0.15
C 5.6503 1.4951 4.4875 0.07 0.45 0.17
H 5.7388 2.2936 6.5092 -0.06 -0.05 -0.07
H 4.1082 1.9108 5.9401 0.09 0.03 -0.02
H 6.3079 -0.0849 6.6585 -0.10 0.02 -0.02
H 4.7368 0.0681 7.4424 0.06 -0.02 -0.10
H 5.1721 -1.7542 5.4466 -0.12 0.07 -0.21
H 3.5946 -0.9289 5.5888 0.07 0.03 -0.14
H 5.3509 2.3464 3.8764 0.01 -0.15 -0.11
H 6.7347 1.3700 4.4537 -0.10 -0.07 -0.08
```
Positions in Å, forces in eV/Å.

E in eV: -79055.3615
Net charge: +1

Atom charges from the Mulliken analysis, given in e for atoms 1 to 6: -0.826 0.610 -0.521 -0.323 -0.440 -0.694

2.
DFT (ωB97M-V with the def2-TZVPD basis set) results for 6 unconnected molecules or ions with the total composition C23H46O11 in a non-equilibrium geometry.

XYZ file:
```
80
Properties=species:S:1:pos:R:3:forces:R:3
O 2.0638 -0.9543 -4.4148 -0.41 1.76 0.88
C 2.3458 0.1877 -4.7628 -0.23 -2.90 -1.42
O 1.8238 1.3267 -4.3568 0.86 0.64 -0.45
C 0.8488 1.3207 -3.3758 -2.85 -0.28 2.95
C 0.3228 2.8317 -3.2198 0.23 -1.66 -1.65
C 3.3038 0.2937 -5.9028 1.64 0.66 2.14
H 1.2738 1.0137 -2.3388 -0.56 0.10 -1.85
H -0.0062 0.5727 -3.6978 1.64 1.46 0.86
H -0.1902 3.1097 -2.2858 -0.59 -0.88 -0.57
H -0.2642 3.0047 -4.2158 1.12 0.50 2.12
H 1.2398 3.3987 -3.0648 0.08 0.38 -0.95
H 2.9478 -0.0693 -6.7818 -2.04 -1.10 -2.46
H 4.0468 -0.5123 -5.6968 0.29 1.33 0.05
H 3.5838 1.3147 -6.1438 0.83 -0.05 0.42
O -1.4262 2.2767 4.3982 -0.61 -0.69 -0.78
C -2.5332 1.8377 4.1342 2.04 0.80 0.72
O -2.7792 0.8637 3.2362 -2.04 1.53 1.26
C -1.7602 0.2447 2.5092 0.19 -0.79 -0.29
C -2.4962 -0.7893 1.5462 -0.40 0.49 6.49
C -3.7492 2.3817 4.7842 -0.45 -1.59 1.86
H -1.0152 -0.0413 3.2572 -0.05 -1.16 -0.40
H -1.2012 0.9607 1.9572 0.24 0.97 -0.88
H -1.7152 -1.1293 0.9532 0.67 -1.67 -1.35
H -3.2882 -0.2683 1.1242 -1.03 1.12 -1.56
H -3.1192 -1.4253 2.3742 1.99 0.37 -2.41
H -4.3682 2.6887 4.0562 -2.57 0.59 -2.98
H -3.8792 3.1887 5.4642 1.98 1.19 0.57
H -4.2992 1.6707 5.3862 -0.08 -1.06 -0.43
O -6.6052 -0.8163 -2.1038 -0.44 -1.21 0.23
C -5.4722 -1.2103 -2.1808 1.26 3.95 -0.45
O -4.9372 -2.3123 -1.7378 0.86 -0.82 0.24
C -5.7312 -3.2013 -1.0388 -2.35 -2.87 1.80
C -5.0072 -4.5263 -0.7488 2.66 1.80 -5.63
C -4.3912 -0.1943 -2.7438 0.90 -2.22 2.13
H -6.6812 -3.4143 -1.4868 -0.38 0.11 -1.29
H -6.1402 -2.9163 -0.0678 0.80 1.29 0.28
H -4.7322 -5.0403 -1.8908 -1.16 0.80 3.53
H -5.3962 -5.1063 0.0232 -0.82 -1.15 0.81
H -4.0322 -4.1173 -0.5038 0.50 -0.62 0.63
H -4.9412 0.6947 -2.8298 -0.43 1.23 -0.63
H -4.0372 -0.6383 -3.6628 0.29 0.38 -0.42
H -3.4922 -0.0113 -2.0218 -1.65 -0.65 -1.22
O 2.5258 -2.5613 0.1182 -0.42 -0.37 -0.40
C 1.4828 -1.9403 0.0882 2.67 1.60 1.15
O 0.3348 -2.4163 -0.2258 -2.20 0.69 -0.39
C 0.2838 -3.5503 -1.0848 -0.30 0.84 -0.79
C -1.2922 -3.7903 -1.2588 3.97 1.90 1.33
C 1.5668 -0.4433 0.3402 -8.72 -3.84 12.66
H 0.7728 -4.3023 -0.5168 0.17 -1.35 0.09
H 0.9658 -3.3193 -1.9448 -1.06 -0.25 0.26
H -1.3142 -4.3143 -0.2968 -1.91 0.48 -0.16
H -1.3262 -4.4443 -2.0498 -0.87 -1.66 -1.83
H -1.7372 -2.7803 -1.4938 0.01 -1.44 0.81
H 2.0798 -0.1393 -0.2928 8.99 5.32 -10.05
H 1.9218 -0.1743 1.4262 0.10 -1.01 -2.11
H 0.6698 0.1947 0.3802 -0.41 -0.84 -0.60
O 6.5978 1.1377 -0.8778 -4.58 -0.22 -1.98
C 5.4038 0.9027 -1.3048 4.25 1.88 4.70
O 4.3198 1.5497 -0.8208 1.22 -0.20 0.50
C 4.4928 2.6247 0.1792 2.00 0.65 -1.08
C 3.1258 2.8627 0.7172 -2.71 -6.16 -0.76
C 5.0828 -0.2793 -2.0368 -4.39 -2.00 -2.00
H 4.7498 3.4847 -0.5178 -0.02 -0.59 1.25
H 5.4118 2.5827 1.0242 -2.60 -0.67 -2.52
H 3.2458 3.5967 1.3402 -0.07 5.06 3.11
H 2.6798 2.0377 1.5342 1.47 1.48 -2.39
H 2.3018 2.9427 -0.0658 1.33 0.33 1.00
H 5.9628 -0.8513 -2.1218 0.82 -0.92 0.00
H 4.7708 0.0007 -3.1448 0.21 -0.69 2.26
H 4.1288 -0.9363 -1.4288 2.98 2.01 -2.08
C 0.6778 1.0897 5.9472 -0.12 -1.08 -6.97
C 1.5968 1.2047 4.7582 -2.53 -5.26 -3.53
O 1.2848 0.3727 3.7352 2.70 4.95 4.86
C 2.6348 2.2277 4.8542 1.23 3.11 -2.74
H -0.0922 0.4567 5.6152 -1.39 -0.36 -0.41
H 0.3978 2.0047 6.1452 -2.07 4.76 1.12
H 0.9728 0.6877 6.7512 3.38 -3.03 6.06
H 3.5288 2.1177 5.3572 1.46 -1.82 2.57
H 2.3728 3.2447 5.2832 -0.63 -1.27 -0.70
H 3.3038 2.4307 3.9572 -1.86 -0.13 -0.21
```
Positions in Å, forces in eV/Å.

E in eV: -47109.5225

Atom charges from the Mulliken analysis, given in e for atoms 1 to 6: -0.558 0.707 -0.308 0.437 -1.254 -1.096

3.
DFT (ωB97M-V with the def2-TZVPD basis set) results for a molecular structure, C23H47B3O22S in a non-equilibrium geometry.

XYZ file:
```
96
Properties=species:S:1:pos:R:3:forces:R:3
C 0.3817 6.6031 0.5273 0.01 -0.47 -0.64
S -1.1521 5.9809 -0.2034 -0.16 0.33 1.31
O -1.9183 7.0354 -0.7904 0.28 0.73 -1.03
O -1.8157 5.2757 0.8541 -0.07 -0.91 0.68
B -0.5979 4.6542 -1.4358 -1.03 -0.33 -1.36
O 0.2114 4.8792 -2.5169 0.39 -0.09 1.19
B 1.1557 3.8636 -2.5879 1.37 -0.45 -1.13
O 1.2725 2.8029 -1.6858 -1.04 1.18 0.50
B 0.2039 2.7231 -0.7975 -0.27 -0.98 -0.11
C 0.2144 2.0496 0.6241 0.47 0.91 -0.24
C 1.5841 1.9705 1.2582 -2.19 1.20 -1.14
O 1.9900 0.9714 1.6800 1.85 -2.94 1.46
O 2.2785 3.1446 1.3249 0.03 0.92 -0.12
O -0.9825 3.3620 -1.2028 0.55 0.68 1.03
H 1.1938 6.4260 -0.1767 0.07 0.43 -0.17
H 0.2487 7.6482 0.7777 0.00 0.17 -0.14
H 0.6076 6.0173 1.4079 -0.25 -0.12 0.23
H 1.9598 3.9243 -3.4556 -0.05 0.00 -0.05
H -0.2919 1.0906 0.6541 0.12 -0.23 -0.06
H -0.3675 2.7125 1.2734 -0.20 0.11 -0.14
H 2.1167 3.5738 2.1750 0.18 -0.10 0.01
C 1.6299 -2.3779 3.7541 -0.22 -0.18 -0.18
C 0.8693 -1.3442 4.5566 0.54 -0.13 0.11
O -0.3939 -1.0398 3.9472 -0.14 0.07 0.10
C -1.3833 -1.8993 4.1889 0.23 0.15 -0.17
O -1.3194 -2.8905 4.8700 -0.04 0.08 0.00
O -2.4587 -1.4710 3.5274 -0.10 -0.04 0.03
C -3.6016 -2.3253 3.6381 -0.26 -0.09 -0.04
H 1.7239 -2.0578 2.7155 0.11 0.12 0.05
H 2.6260 -2.5293 4.1697 0.00 0.04 0.01
H 1.1067 -3.3350 3.7539 0.02 0.00 0.11
H 1.4278 -0.4100 4.5770 -0.20 0.11 -0.14
H 0.7285 -1.6625 5.5898 -0.19 -0.08 -0.06
H -3.8404 -2.5277 4.6800 0.11 -0.07 0.00
H -3.4290 -3.2567 3.0997 0.03 -0.05 0.11
H -4.4360 -1.8015 3.1800 0.13 0.13 -0.06
C 0.3908 -5.7094 7.0163 0.04 -0.28 0.15
C -1.0948 -5.5043 6.8067 0.36 0.40 -0.10
O -1.7671 -6.7622 6.6227 -0.18 -0.02 0.05
C -2.0447 -7.4349 7.7370 0.12 0.03 -0.12
O -1.7992 -7.0847 8.8628 -0.05 -0.04 -0.01
O -2.6415 -8.5804 7.3905 -0.04 0.04 0.02
C -2.9502 -9.4360 8.4908 -0.10 -0.20 0.10
H 0.8120 -6.3034 6.2036 -0.01 0.11 -0.08
H 0.9063 -4.7496 7.0584 -0.04 0.02 -0.04
H 0.5855 -6.2472 7.9448 -0.03 0.08 0.04
H -1.2609 -4.9310 5.8991 -0.16 -0.21 -0.05
H -1.5409 -4.9471 7.6300 -0.05 -0.19 0.09
H -3.5226 -8.9078 9.2506 0.11 0.06 0.03
H -2.0348 -9.8414 8.9201 -0.01 0.09 0.09
H -3.5508 -10.2533 8.1006 0.04 0.07 -0.17
C -6.5563 -2.0153 -1.8512 0.11 0.05 0.26
C -5.4332 -2.3525 -2.8088 -0.50 -0.10 -0.13
O -4.1872 -1.7968 -2.3641 0.17 -0.04 -0.08
C -3.5520 -2.4935 -1.4218 -0.11 0.11 0.05
O -3.9186 -3.5287 -0.9306 0.05 0.01 -0.01
O -2.4355 -1.8313 -1.1048 -0.09 -0.11 0.08
C -1.6677 -2.4293 -0.0597 0.25 -0.04 0.28
H -6.6065 -0.9381 -1.6862 -0.05 0.01 -0.12
H -7.5125 -2.3577 -2.2467 0.02 0.00 -0.03
H -6.3962 -2.4853 -0.8808 -0.01 -0.09 -0.05
H -5.6297 -1.9083 -3.7833 0.21 0.13 0.03
H -5.3407 -3.4284 -2.9539 0.13 0.00 0.15
H -1.4464 -3.4731 -0.2733 -0.15 -0.02 -0.01
H -2.1948 -2.3361 0.8891 -0.01 -0.10 -0.02
H -0.7305 -1.8808 0.0036 -0.08 0.12 -0.13
C 7.1592 6.5157 -5.9541 -0.18 -0.15 -0.16
C 6.3952 7.5590 -5.1667 0.47 -0.12 0.12
O 5.1758 7.9207 -5.8300 -0.07 0.12 0.10
C 4.1556 7.0832 -5.6515 0.05 0.01 -0.17
O 4.1690 6.0784 -4.9879 -0.07 0.04 0.03
O 3.1166 7.5456 -6.3520 0.00 0.01 0.09
C 1.9601 6.7087 -6.3033 -0.26 -0.14 -0.04
H 7.3174 6.8522 -6.9796 0.09 0.08 0.05
H 8.1271 6.3202 -5.4924 0.00 0.04 0.01
H 6.6042 5.5788 -6.0018 0.01 0.00 0.10
H 6.9813 8.4739 -5.0956 -0.19 0.12 -0.12
H 6.1913 7.2227 -4.1504 -0.17 -0.07 -0.06
H 1.6766 6.4903 -5.2753 0.10 -0.07 0.00
H 2.1451 5.7849 -6.8504 0.03 -0.06 0.12
H 1.1465 7.2431 -6.7859 0.16 0.18 -0.05
C -1.2050 -0.5027 -3.7203 0.13 -0.24 -0.03
C 0.0614 0.3238 -3.7431 -0.51 0.12 -0.32
O 1.2012 -0.4756 -3.3993 0.16 0.13 0.02
C 1.6997 -1.2198 -4.3869 -0.06 -0.03 0.08
O 1.2930 -1.2653 -5.5187 0.05 0.01 0.02
O 2.7294 -1.9158 -3.8985 -0.01 0.06 -0.01
C 3.3334 -2.8061 -4.8382 0.18 -0.18 -0.09
H -1.3011 -1.0013 -2.7590 -0.09 0.15 -0.04
H -2.0834 0.1219 -3.8849 0.02 0.03 0.05
H -1.1851 -1.2750 -4.4899 0.04 0.10 -0.09
H 0.0112 1.1149 -3.0010 0.16 -0.13 0.15
H 0.2028 0.8064 -4.7113 0.18 -0.16 -0.05
H 3.6090 -2.2842 -5.7521 -0.13 0.01 -0.02
H 2.6581 -3.6310 -5.0618 -0.03 0.07 -0.10
H 4.2321 -3.2002 -4.3715 -0.06 0.09 0.16
```
Positions in Å, forces in eV/Å.

E in eV: -82529.4955

Atom charges from the Mulliken analysis, given in e for atoms 1 to 6: -1.008 1.184 -0.686 -0.657 0.313 -0.559